{
  "formula": "C70H108F3NO34S",
  "method": "ωB97M-V/def2-TZVPD",
  "total_energy_ha": -6042.73455,
  "lumo_ev": -4.220,
  "homo_ev": -9.0,
  "symbols": ["C", "C", "C", "C", "C", "C", "N", "O", "C", "C", "C", "H", "H", "H", "H", "H", "H", "H", "H", "H", "H", "H", "H", "H", "H", "H", "H", "H", "H", "C", "F", "F", "F", "S", "O", "O", "O", "O", "C", "O", "C", "C", "C", "H", "H", "H", "H", "H", "H", "O", "C", "O", "C", "C", "C", "H", "H", "H", "H", "H", "H", "O", "C", "O", "C", "C", "C", "H", "H", "H", "H", "H", "H", "O", "C", "O", "C", "C", "C", "H", "H", "H", "H", "H", "H", "O", "C", "O", "C", "C", "C", "H", "H", "H", "H", "H", "H", "O", "C", "O", "C", "C", "C", "H", "H", "H", "H", "H", "H", "O", "C", "O", "C", "C", "C", "H", "H", "H", "H", "H", "H", "O", "C", "O", "C", "C", "C", "H", "H", "H", "H", "H", "H", "O", "C", "O", "C", "C", "C", "H", "H", "H", "H", "H", "H", "O", "C", "O", "C", "C", "C", "H", "H", "H", "H", "H", "H", "O", "C", "O", "C", "C", "C", "H", "H", "H", "H", "H", "H", "O", "C", "O", "C", "C", "C", "H", "H", "H", "H", "H", "H", "O", "C", "O", "C", "C", "C", "H", "H", "H", "H", "H", "H", "O", "C", "O", "C", "C", "C", "H", "H", "H", "H", "H", "H", "O", "C", "O", "C", "C", "C", "H", "H", "H", "H", "H", "H"],
  "positions_angstrom": [[-2.233209, 3.879997, 5.060353], [-2.021689, 3.006387, 3.819163], [-1.247539, 3.700077, 2.708313], [0.245441, 4.022517, 3.038693], [1.043661, 2.870547, 3.390293], [0.434371, 1.874537, 4.458093], [-1.110779, 1.857047, 4.206253], [-1.686829, 0.787507, 4.832073], [0.768121, 2.462607, 5.844563], [1.140821, 0.468797, 4.301463], [-3.352149, 2.526737, 3.267683], [-1.391289, 4.513057, 5.340553], [-2.402429, 3.300197, 5.967703], [-3.074829, 4.563807, 4.949943], [-1.777909, 4.600267, 2.397723], [-1.226819, 3.092927, 1.803303], [0.447481, 4.769007, 3.806823], [0.567611, 4.453127, 2.090593], [2.048381, 3.177567, 3.680743], [1.134091, 2.291347, 2.471353], [0.582041, 3.527617, 5.983183], [1.838111, 2.406367, 6.044693], [0.244451, 1.941717, 6.646153], [0.603501, -0.271693, 4.893963], [2.152911, 0.556347, 4.696573], [1.226621, 0.168727, 3.257103], [-3.932959, 3.378267, 2.913183], [-4.023619, 1.982027, 3.931403], [-3.186129, 1.858017, 2.423083], [0.488031, 1.118617, -0.187027], [0.886041, 0.489147, -1.277227], [1.391341, 0.871997, 0.738403], [0.383481, 2.445997, -0.334507], [-1.279799, 0.457007, 0.278903], [-1.138649, 0.242337, 1.729013], [-2.238649, 1.479367, -0.062677], [-1.469059, -0.813673, -0.415917], [-2.341239, -5.610513, 2.174923], [-1.421099, -4.807063, 1.959203], [-1.257789, -3.756603, 2.776193], [-0.266989, -2.955173, 2.212113], [0.508061, -3.719253, 1.109623], [-0.430239, -4.846903, 0.837203], [0.448611, -2.517603, 2.908213], [-0.764519, -2.149553, 1.672153], [1.406751, -4.164683, 1.536293], [0.674361, -3.160073, 0.188883], [0.193231, -5.740583, 0.810253], [-0.926579, -4.766173, -0.129867], [-5.668899, -0.520753, 4.834163], [-5.113309, -1.054393, 3.951633], [-3.894409, -0.728673, 3.574993], [-3.539539, -1.460113, 2.409093], [-4.454669, -2.720673, 2.391463], [-5.713629, -2.101383, 3.010363], [-2.484199, -1.730623, 2.374933], [-3.793789, -0.851303, 1.541443], [-4.034599, -3.498383, 3.029263], [-4.712859, -3.163203, 1.429383], [-6.316469, -2.868563, 3.496273], [-6.364749, -1.566363, 2.319073], [-2.607059, -5.384903, -1.806767], [-3.679909, -4.807083, -2.000567], [-4.833339, -5.095993, -1.404157], [-5.888569, -4.219633, -1.776407], [-5.378059, -3.592213, -3.120697], [-3.913449, -3.645023, -2.928257], [-6.004719, -3.455363, -1.007967], [-6.858749, -4.711623, -1.707227], [-5.632699, -2.532883, -3.153627], [-5.856719, -4.058283, -3.981957], [-3.650169, -2.723723, -2.408647], [-3.312339, -3.676033, -3.836997], [-1.884189, -2.944273, 9.293313], [-1.847309, -2.802023, 8.058033], [-2.537189, -3.573563, 7.250123], [-2.370869, -3.271243, 5.875543], [-1.104879, -2.495383, 5.824213], [-1.163059, -1.782793, 7.202523], [-3.175519, -2.766663, 5.340713], [-2.263969, -4.171683, 5.270653], [-1.105209, -1.777943, 5.003623], [-0.254649, -3.164063, 5.689733], [-1.661719, -0.818293, 7.106763], [-0.152019, -1.543743, 7.532313], [-6.921769, -1.389783, -0.918117], [-6.767499, -0.332943, -0.251647], [-7.621469, 0.091877, 0.692113], [-7.321379, 1.437407, 1.129083], [-5.840989, 1.565307, 0.836633], [-5.700289, 0.747077, -0.377317], [-7.535659, 1.641647, 2.178113], [-7.959789, 2.111107, 0.557533], [-5.369849, 1.217617, 1.756003], [-5.476839, 2.588357, 0.742483], [-4.694969, 0.325997, -0.388897], [-5.927829, 1.133547, -1.370777], [3.026961, -2.699673, 3.411753], [3.498551, -3.806353, 3.637963], [4.574801, -4.276593, 2.954543], [4.821021, -5.618673, 3.231273], [4.031811, -5.821263, 4.552683], [2.891451, -4.896033, 4.496183], [5.880961, -5.789713, 3.419393], [4.392151, -6.184453, 2.404193], [4.817541, -5.586213, 5.270643], [3.677511, -6.837263, 4.726803], [2.512651, -4.529273, 5.450163], [2.090541, -5.345813, 3.909383], [4.040861, 7.056997, -2.970107], [3.567221, 6.702637, -1.852727], [2.783461, 5.623527, -1.736737], [2.171361, 5.460487, -0.453957], [2.883841, 6.507377, 0.427823], [3.619031, 7.492157, -0.544707], [2.383981, 4.478507, -0.031337], [1.108891, 5.685567, -0.546637], [3.684021, 6.130947, 1.065103], [2.182421, 7.042577, 1.067883], [4.639271, 7.659397, -0.199387], [3.080841, 8.437797, -0.609627], [-1.156189, -2.819503, -4.801127], [-0.513029, -3.594553, -4.149877], [0.053731, -4.635083, -4.746537], [0.987041, -5.295033, -3.974397], [0.662461, -4.822663, -2.588807], [-0.066759, -3.503963, -2.689667], [1.997711, -5.079103, -4.320847], [0.824651, -6.372733, -3.991247], [1.518141, -4.660203, -1.933437], [-0.053449, -5.555843, -2.217307], [0.686131, -2.716013, -2.669617], [-0.859539, -3.346443, -1.958377], [6.640901, 0.811857, -3.893837], [5.947661, 1.247377, -2.995677], [6.461351, 1.976327, -2.017197], [5.392051, 2.442367, -1.139237], [4.185711, 2.458037, -2.019367], [4.452021, 1.283617, -2.917317], [5.498441, 3.456067, -0.752987], [5.204971, 1.790877, -0.285617], [4.118671, 3.416547, -2.534007], [3.337751, 2.222257, -1.376357], [3.918781, 1.335247, -3.866577], [4.074781, 0.356037, -2.486767], [-1.861209, 0.948097, -6.654507], [-2.187949, 0.721057, -5.487077], [-1.391919, 1.131417, -4.511997], [-1.676529, 0.618257, -3.247587], [-3.174309, 0.314537, -3.354867], [-3.343939, -0.028943, -4.832927], [-1.492539, 1.411807, -2.523337], [-1.013349, -0.235893, -3.110817], [-3.642699, 1.192417, -2.909857], [-3.435889, -0.587493, -2.801677], [-4.307429, 0.271287, -5.244807], [-3.328049, -1.104303, -5.010277], [4.329301, 2.232397, 4.708243], [5.027811, 1.440707, 4.102073], [5.819221, 1.856887, 3.169853], [6.492921, 0.804837, 2.543333], [6.265791, -0.392103, 3.457953], [4.969101, -0.050513, 4.207333], [7.552441, 0.956067, 2.336843], [5.916891, 0.590177, 1.643203], [7.123301, -0.479103, 4.125193], [6.091281, -1.340023, 2.948933], [4.955991, -0.462013, 5.216593], [4.157591, -0.499963, 3.635013], [2.067171, -1.134503, -10.189857], [1.909161, -1.024553, -8.967887], [2.178721, -1.994623, -8.140337], [1.870811, -1.634823, -6.774707], [1.104021, -0.359903, -6.854127], [1.360951, 0.140547, -8.224927], [2.824141, -1.428303, -6.288267], [1.337291, -2.361753, -6.162297], [1.436991, 0.278487, -6.035787], [0.038431, -0.502503, -6.674477], [2.211251, 0.822447, -8.214477], [0.545371, 0.597957, -8.785017], [-3.944259, 5.077457, 1.083593], [-3.384749, 4.873617, 0.047403], [-2.022269, 4.975747, -0.047707], [-1.519879, 4.473437, -1.296197], [-2.676899, 4.811637, -2.181977], [-3.907069, 4.509277, -1.309397], [-1.387039, 3.392707, -1.246447], [-0.598309, 4.928867, -1.658687], [-2.723259, 4.236277, -3.106597], [-2.687849, 5.838977, -2.546047], [-4.116189, 3.439667, -1.326377], [-4.802049, 5.060957, -1.597097], [4.407621, 2.859107, -5.979397], [3.185611, 3.105407, -6.117517], [2.634571, 3.128257, -7.348537], [1.314461, 3.637927, -7.269277], [0.996011, 3.496397, -5.748267], [2.340651, 3.628367, -4.989687], [0.599821, 3.050777, -7.846037], [1.270391, 4.671787, -7.611757], [0.406011, 2.594297, -5.586367], [0.269161, 4.273837, -5.512937], [2.398121, 3.039177, -4.074447], [2.686281, 4.626817, -4.721817], [3.230041, -2.018543, -3.685077], [3.277811, -2.307733, -2.493467], [2.743291, -1.545463, -1.591417], [3.356921, -1.720003, -0.336207], [3.964431, -3.149623, -0.297307], [4.064891, -3.434253, -1.785097], [2.590991, -1.593273, 0.428903], [4.128531, -0.959913, -0.213837], [3.406271, -3.867693, 0.303483], [5.014831, -3.109313, -0.008967], [3.696131, -4.422483, -2.059877], [5.092631, -3.313083, -2.127397]],
  "atomic_forces_ev_per_a": [[0.6, 0.3, 1.2], [0.1, 0.0, -0.9], [1.1, 0.7, 0.2], [-2.0, 2.0, -0.3], [0.6, -2.9, -0.5], [1.7, 1.1, -1.6], [-2.6, -7.0, 6.2], [3.2, 6.7, -4.4], [-0.7, 0.1, 0.8], [-1.1, 0.8, 0.2], [-0.5, -0.9, -0.2], [0.3, 0.0, -0.5], [-0.3, -0.3, -0.2], [-0.1, -0.3, -0.5], [0.0, 0.0, 0.3], [-0.2, -0.3, 0.1], [-0.8, 0.5, 0.0], [0.5, 0.1, 0.1], [0.0, -0.3, 0.3], [0.3, -0.3, 0.1], [-0.5, 0.0, -0.4], [0.1, -0.5, -0.5], [0.0, -0.1, 0.0], [0.1, -0.1, -0.2], [-0.1, 0.3, 0.1], [-0.4, 0.0, 0.1], [0.4, 0.3, 0.0], [0.4, 0.0, 0.5], [0.2, 0.1, -0.1], [-2.3, -1.0, 0.0], [0.2, 0.7, -0.7], [0.5, 0.0, 0.7], [0.7, 0.0, -0.4], [0.2, -2.0, 1.5], [0.3, 0.9, -0.5], [0.1, 0.7, -0.4], [0.6, 0.9, -0.1], [2.4, 2.0, -0.6], [-3.5, -3.5, 0.7], [0.5, -0.7, 0.2], [1.7, 2.5, -1.9], [-0.3, -0.1, 0.9], [0.3, -0.6, -0.6], [-0.4, -0.2, 0.5], [0.0, 0.3, 0.3], [0.4, 0.5, -0.2], [0.4, 0.4, 0.4], [-0.8, -0.5, 0.1], [-0.3, -0.1, 0.2], [-1.1, 1.4, 2.3], [-1.4, -1.6, -1.5], [1.6, 0.0, -0.1], [-0.2, -1.6, -1.5], [-0.4, 1.0, 0.1], [0.7, -0.7, 0.5], [-0.3, 0.5, 0.4], [0.3, 0.2, -0.1], [-0.1, 0.0, 0.0], [0.6, 0.2, -0.2], [-0.1, 0.4, 0.3], [0.1, 0.0, -0.3], [-2.1, 0.8, 0.0], [1.9, -0.4, -0.2], [0.5, -1.3, 0.8], [0.0, 1.3, -0.3], [-2.3, 0.6, 0.8], [1.0, -0.1, -0.5], [0.5, 0.2, 0.0], [0.3, -0.5, -0.8], [-0.6, -0.1, 0.0], [0.6, -0.3, -0.1], [0.4, -0.1, 0.3], [0.0, -0.2, 0.2], [0.4, 0.5, -3.4], [-0.4, 0.6, 3.6], [-1.7, -1.6, -0.4], [0.3, -0.9, -1.6], [0.3, 1.3, 0.1], [2.0, 0.2, -1.0], [-0.6, 0.4, 1.0], [-0.1, -0.5, 0.5], [0.1, -0.1, 0.0], [0.2, 0.1, 0.3], [-0.5, -0.2, 0.3], [-0.1, -0.1, 0.4], [0.5, 3.6, 2.5], [-0.1, -2.4, -1.5], [-0.8, -0.6, 0.4], [-0.1, 0.7, -0.3], [-0.8, 1.7, 0.9], [1.1, -2.2, -0.8], [-0.2, -0.8, 0.0], [0.1, 0.0, -0.2], [0.6, -0.7, -0.4], [-0.3, 0.2, -0.1], [0.0, -0.3, -0.5], [0.2, 0.9, 0.1], [1.1, -1.4, 0.4], [-1.5, 1.7, -1.2], [-0.3, 2.1, 0.0], [-1.2, -1.2, 0.9], [1.6, -2.1, 0.2], [0.3, 1.1, -0.3], [-0.1, 0.0, -0.5], [0.4, -0.4, -0.1], [-0.6, 0.2, 0.7], [0.5, -0.1, -0.1], [0.0, 0.0, -0.2], [-0.3, 0.1, 0.0], [-1.6, -1.7, 4.2], [1.2, 2.6, -3.9], [0.0, -0.8, -0.5], [1.2, 1.2, 0.8], [0.5, 1.2, 0.2], [-0.8, -1.4, 0.4], [-0.4, -0.2, -0.5], [0.1, -0.3, 0.0], [-0.4, -0.6, 0.1], [0.0, -0.1, 0.0], [-0.1, 0.1, -0.3], [0.2, 0.0, -0.4], [-0.6, 0.3, 0.2], [-0.1, 1.2, 0.2], [-0.7, -0.2, -1.9], [0.9, -0.6, 0.9], [-0.1, -0.2, 2.0], [0.4, -0.3, -1.3], [0.0, 0.2, -0.1], [0.0, 0.0, -0.5], [0.0, -0.7, 0.1], [0.3, 0.0, 0.6], [-0.4, 0.5, 0.1], [0.0, 0.1, -0.3], [-0.8, 0.0, 1.5], [0.5, -0.3, -3.4], [0.3, 1.0, 2.4], [0.0, 0.4, -0.2], [-0.7, -0.5, 0.5], [-0.9, -0.5, -0.5], [1.1, -0.1, -0.1], [0.6, -0.4, 0.0], [-0.3, -0.2, -0.1], [-0.5, 0.6, -0.2], [0.7, 0.0, -0.3], [0.1, -0.1, 0.3], [-1.4, -0.5, 2.2], [0.7, -0.3, -2.4], [1.6, 1.5, -0.9], [-0.5, -0.4, 0.4], [0.6, -1.3, 0.7], [-0.8, 0.8, -0.4], [0.2, -0.3, 0.1], [-0.2, -0.1, 0.4], [-0.7, -0.1, -0.6], [-0.1, 0.4, 0.5], [0.1, 0.3, -0.1], [0.6, 0.0, 0.0], [0.3, -0.4, 0.0], [-3.3, 0.8, 2.1], [1.7, 1.6, -0.8], [-0.6, -2.2, -0.8], [0.2, -0.9, 0.5], [1.5, -0.5, -0.5], [-0.3, 0.6, 0.0], [0.5, 0.2, -0.6], [-0.1, -0.2, 0.2], [0.6, 0.1, -0.3], [-0.2, 0.4, 0.0], [-0.4, 0.4, 0.1], [-0.1, 0.3, 2.5], [-0.6, 0.1, -3.7], [0.1, -2.0, 1.3], [1.1, 0.3, 0.5], [-1.5, 0.5, 1.2], [0.7, 1.1, -0.8], [0.1, -0.3, 0.0], [0.1, -0.6, -0.8], [0.0, 0.3, -0.2], [0.0, -0.2, -0.2], [-0.1, 0.5, -0.1], [0.0, 0.0, 0.2], [-0.2, 0.0, 0.1], [0.8, 0.0, -0.2], [0.8, 0.0, 1.1], [-1.0, -0.1, -0.7], [-1.2, -0.4, -1.8], [0.4, 0.2, -0.5], [0.0, 0.2, 0.2], [0.0, 0.3, 0.7], [0.2, -0.3, 0.0], [0.2, 0.2, 0.5], [-0.1, -0.1, 0.1], [0.1, -0.1, 0.2], [-3.6, 0.1, -0.5], [6.0, 0.0, 0.5], [0.2, -0.2, 0.4], [-0.7, -0.2, 1.6], [-1.5, 1.5, -0.1], [-1.6, -0.9, -1.5], [0.4, -0.1, -0.2], [0.3, 0.0, 0.0], [0.6, -0.4, 0.2], [0.0, 0.3, 0.3], [0.1, -0.2, -0.3], [-0.2, 0.2, -0.3], [-0.2, -1.1, 2.0], [1.4, -0.8, -3.1], [-1.1, 1.4, 0.9], [-0.1, -0.7, 1.6], [0.7, 0.9, -0.7], [-0.4, -0.1, -1.0], [0.1, 0.2, 0.0], [0.0, 0.1, 0.0], [0.0, 0.2, -0.2], [-0.3, 0.0, 0.9], [0.1, 0.1, -0.3], [0.0, -0.3, -0.2]]
}